C10H20N2PRuS as an isolated structure at a distorted geometry. Source: OMol25; level of theory: ωB97M-V/def2-TZVPD.

Positions of all 35 atoms, in Å:
C 0.400236 0.182640 -2.113926
C -0.833133 -0.575167 -2.134042
C -0.538154 -1.930626 -1.742761
C 0.859631 -2.011154 -1.415986
C 1.456686 -0.727524 -1.691011
Ru -0.043778 -0.344908 -0.017219
P -0.487661 1.818005 0.391751
H 0.528032 1.210510 -2.433374
H -1.800065 -0.186041 -2.442729
H -1.245895 -2.750930 -1.678309
H 2.511706 -0.493496 -1.620337
H 1.389892 -2.892886 -1.065978
H -1.473363 2.184390 1.351732
H -0.979724 2.522809 -0.737411
H 0.585323 2.682463 0.755798
C 1.950701 0.438158 2.635321
N 0.786515 0.159559 3.458650
C 0.309013 1.300537 4.251756
C -0.028701 -0.886653 3.194698
S 0.029601 -1.754327 1.690554
N -0.863228 -1.357754 4.151106
C -0.438741 -1.315713 5.563311
C -1.746126 -2.475226 3.802749
H 2.750214 0.821421 3.281589
H 1.704185 1.200290 1.880903
H 2.271238 -0.478532 2.139180
H -0.648748 1.063786 4.716014
H 1.047648 1.550644 5.022739
H 0.186854 2.178868 3.607281
H -1.218596 -0.853444 6.184998
H -0.265674 -2.326804 5.953958
H 0.483119 -0.740173 5.645621
H -2.418510 -2.168876 2.994578
H -1.173658 -3.350977 3.463153
H -2.314742 -2.727170 4.696242

Force components x, y, z for each atom (eV/Å):
C 0.522 -1.366 -1.212
C 0.772 0.114 -0.460
C 1.031 0.199 0.172
C -0.370 0.092 -1.702
C -1.035 -0.038 -0.477
Ru -0.036 0.175 0.825
P -1.102 2.529 0.226
H 0.019 -0.247 0.010
H 0.257 -0.158 0.091
H 0.110 0.249 0.074
H -0.163 0.037 0.092
H -0.183 0.250 -0.092
H 0.345 0.270 -0.215
H 0.054 0.067 0.378
H -0.420 -0.039 -0.063
C 0.025 0.111 -0.035
N -0.686 0.032 -0.002
C 0.214 -0.103 0.240
C 0.236 -0.511 0.016
S -0.112 -1.748 2.328
N 0.860 -0.098 -0.291
C -0.271 0.298 0.234
C -0.189 0.027 -0.050
H -0.156 -0.093 -0.182
H 0.304 -0.187 0.184
H 0.098 0.203 0.113
H 0.182 0.113 -0.082
H -0.219 -0.034 -0.074
H 0.020 -0.138 -0.006
H 0.237 -0.059 -0.184
H -0.023 0.141 -0.330
H -0.158 -0.180 0.110
H 0.071 -0.160 0.257
H -0.161 0.232 0.224
H -0.070 0.022 -0.116

Output
2S+1 = 5
Total energy = -1336.6026 Eh
Energy relative to the best compared isomer or geometry (same formula, charge and spin) = 1.6 kcal per mole
LUMO energy (alpha / beta) = -2.5 / -4.7 eV
Total charge = +1

Electronic structure analysis, Löwdin charges in units of e: -0.275, -0.212, -0.162, -0.214, -0.173, 0.718, 0.643, 0.097, 0.108, 0.112, 0.109, 0.110, -0.097, -0.080, -0.086, -0.091, -0.215, -0.033, -0.652, 0.679, -0.193, -0.026, -0.098, 0.108, 0.027, 0.065, 0.091, 0.105, 0.085, 0.105, 0.106, 0.083, 0.084, 0.077, 0.096